A structure of composition C14H10Br2N7O4PdS3, computed with the ωB97M-V functional and the def2-TZVPD basis.

Summary:
HOMO-LUMO gap	0.247	Ha
LUMO energy	1.077	eV
calculated total energy	-209374.2095	eV
HOMO	-5.650	eV
total charge	-1
largest force on an atom	0.4	eV/A

Cartesian coordinates (Å):
Pd: 0.730 -0.614 -0.613
Br: -3.915 2.740 2.685
C: -2.601 1.874 1.654
C: -2.924 1.350 0.420
C: -1.923 0.708 -0.288
N: -0.686 0.584 0.180
C: -0.372 1.102 1.379
C: -1.312 1.762 2.147
C: 1.028 0.890 1.815
C: 1.524 1.302 3.040
C: 2.842 1.011 3.339
Br: 3.559 1.550 4.997
C: 3.633 0.318 2.441
C: 3.057 -0.060 1.241
N: 1.800 0.236 0.937
H: -3.924 1.412 0.021
H: -2.117 0.260 -1.251
H: -1.061 2.164 3.115
H: 0.902 1.816 3.755
H: 4.658 0.066 2.666
H: 3.599 -0.632 0.499
N: 0.736 1.006 -3.989
C: 1.479 1.639 -3.067
N: 2.656 1.059 -2.766
S: 0.989 3.083 -2.344
H: 0.936 0.031 -4.184
H: -0.202 1.340 -4.104
H: 2.836 0.099 -3.038
H: 3.185 1.495 -2.034
O: -0.114 -1.787 1.952
N: -1.352 -1.730 1.757
C: -2.143 -1.781 2.830
C: -3.540 -1.616 2.606
N: -4.672 -1.480 2.432
C: -1.636 -1.862 4.162
N: -1.235 -1.923 5.241
O: 2.138 -1.894 -1.314
S: 1.522 -2.391 -2.622
O: 1.655 -3.808 -2.777
O: 2.039 -1.606 -3.741
S: -0.406 -1.810 -2.199

=====

A structure of composition C14H10BrF9OZn at a distorted geometry, computed with the ωB97M-V functional and the def2-TZVPD basis.

Summary:
HOMO-LUMO gap	0.145	Ha
LUMO energy	4.815	eV
calculated total energy	-159644.2762	eV
HOMO	0.877	eV
total charge	-2
largest force on an atom	5.3	eV/A

Cartesian coordinates (Å):
C: 1.084 0.038 1.863
C: -0.335 -0.102 1.790
C: -0.656 -1.401 1.183
H: -1.090 0.561 2.215
C: 0.658 -2.120 1.113
C: 1.651 -1.255 1.445
H: 2.725 -1.468 1.536
H: 1.583 0.829 2.406
H: -1.580 -1.944 1.450
H: 0.732 -3.181 0.928
Zn: 1.324 1.321 0.068
Br: -0.400 2.922 -0.835
C: 2.846 2.568 -0.859
C: 3.807 1.613 -0.361
C: 3.930 1.759 1.047
H: 4.499 1.042 -0.988
C: 3.028 2.794 1.467
C: 2.390 3.337 0.299
H: 1.851 4.257 0.246
H: 2.643 2.820 -1.863
H: 4.712 1.346 1.653
H: 3.006 3.239 2.455
F: -1.368 -3.098 -2.222
C: -2.499 -2.742 -1.578
F: -3.563 -3.011 -2.418
F: -2.640 -3.579 -0.508
C: -2.392 -1.243 -1.155
O: -1.233 -0.976 -0.528
C: -2.418 -0.345 -2.560
F: -3.513 -0.535 -3.351
F: -2.365 0.978 -2.259
F: -1.314 -0.665 -3.268
C: -3.647 -0.839 -0.308
F: -4.826 -1.030 -0.952
F: -3.697 -1.551 0.844
F: -3.541 0.459 0.015

=====

The molecule C14H10ClN3O at a distorted geometry, computed with the ωB97M-V functional and the def2-TZVPD basis.

Summary:
HOMO-LUMO gap	0.353	Ha
LUMO energy	0.336	eV
calculated total energy	-33719.9670	eV
HOMO	-9.264	eV
total charge	0
largest force on an atom	1.3	eV/A

Cartesian coordinates (Å):
Cl: 4.372 4.104 -0.614
C: 3.062 3.315 0.192
C: 3.224 2.880 1.497
C: 2.172 2.249 2.137
C: 0.962 2.058 1.487
C: -0.189 1.355 2.170
C: -0.411 0.058 1.487
N: -1.107 -0.159 0.415
C: -0.924 -1.497 0.191
C: -1.525 -2.205 -0.919
C: -1.318 -3.572 -1.103
C: -1.923 -4.190 -2.182
C: -2.707 -3.420 -3.031
N: -2.908 -2.123 -2.863
C: -2.333 -1.530 -1.835
N: -0.153 -2.054 1.089
O: 0.188 -1.050 1.939
C: 0.818 2.494 0.175
C: 1.862 3.123 -0.476
H: 4.163 3.032 2.005
H: 2.300 1.906 3.153
H: 0.042 1.171 3.219
H: -1.097 1.952 2.084
H: -0.697 -4.115 -0.407
H: -1.791 -5.245 -2.364
H: -3.200 -3.859 -3.889
H: -2.516 -0.471 -1.723
H: -0.117 2.330 -0.338
H: 1.750 3.462 -1.494

=====

A cluster of 2 separate species, C14H10F4N2O2S in total at a distorted geometry, computed with the ωB97M-V functional and the def2-TZVPD basis.

Summary:
HOMO-LUMO gap	0.185	Ha
LUMO energy	-1.569	eV
calculated total energy	-43454.3505	eV
HOMO	-6.593	eV
total charge	0
largest force on an atom	2.4	eV/A

Cartesian coordinates (Å):
F: 1.235 -4.435 -1.339
C: 1.388 -3.112 -1.549
F: 2.514 -2.901 -2.263
F: 0.331 -2.651 -2.265
S: 1.457 -2.279 0.123
C: 1.442 -0.598 -0.312
C: 1.939 0.360 0.592
C: 2.402 1.616 0.084
C: 2.763 2.637 0.943
C: 2.669 2.460 2.332
C: 2.921 3.576 3.195
N: 3.131 4.498 3.888
C: 2.309 1.203 2.847
C: 1.965 0.162 2.005
O: 0.211 -2.648 0.763
O: 2.732 -2.670 0.678
H: 1.343 -0.379 -1.366
H: 2.467 1.731 -1.001
H: 3.117 3.593 0.546
H: 2.300 1.053 3.926
H: 1.683 -0.801 2.429
F: -0.780 -0.260 -0.775
N: -2.271 -0.144 -1.003
C: -2.846 -1.011 -1.831
C: -4.218 -0.923 -2.042
C: -4.941 0.072 -1.380
C: -4.280 0.971 -0.543
C: -2.902 0.850 -0.371
H: -2.225 -1.765 -2.312
H: -4.703 -1.629 -2.711
H: -6.018 0.149 -1.523
H: -4.813 1.759 -0.020
H: -2.321 1.518 0.255

=====

A structure of composition C14H10F6InNO4PS2Se2, computed with the ωB97M-V functional and the def2-TZVPD basis.

Summary:
HOMO-LUMO gap	0.306	Ha
LUMO energy	-4.207	eV
calculated total energy	-207485.5644	eV
HOMO	-12.526	eV
total charge	+1
largest force on an atom	0.4	eV/A

Cartesian coordinates (Å):
In: 0.861 -1.182 -1.055
F: -0.379 -5.881 -1.679
C: 0.728 -5.181 -1.827
F: 1.707 -5.950 -2.261
F: 1.070 -4.639 -0.657
S: 0.405 -3.821 -3.062
O: -0.127 -2.727 -2.216
O: -0.461 -4.332 -4.049
N: 1.834 -3.444 -3.635
S: 2.580 -2.256 -2.983
O: 2.661 -2.372 -1.494
O: 2.069 -0.930 -3.287
C: 4.298 -2.440 -3.657
F: 5.040 -1.512 -3.086
F: 4.246 -2.262 -4.959
F: 4.744 -3.641 -3.362
Se: 0.668 -0.801 1.406
P: -0.483 0.984 0.693
Se: -0.407 0.986 -1.510
C: 0.274 2.466 1.370
C: 0.314 3.633 0.614
C: 0.812 4.797 1.180
C: 1.265 4.794 2.490
C: 1.226 3.627 3.244
C: 0.732 2.460 2.687
C: -2.175 0.873 1.287
C: -3.228 1.272 0.470
C: -4.522 1.260 0.968
C: -4.760 0.851 2.272
C: -3.707 0.450 3.085
C: -2.412 0.458 2.597
H: -0.027 3.639 -0.413
H: 0.850 5.704 0.592
H: 1.656 5.703 2.927
H: 1.588 3.623 4.263
H: 0.720 1.552 3.278
H: -3.049 1.581 -0.552
H: -5.342 1.566 0.334
H: -5.771 0.838 2.655
H: -3.895 0.124 4.099
H: -1.600 0.131 3.234

=====

A structure of composition C14H10O10Tl at a distorted geometry, computed with the ωB97M-V functional and the def2-TZVPD basis.

Summary:
HOMO-LUMO gap	0.130	Ha
LUMO energy	-0.961	eV
calculated total energy	-39844.7677	eV
HOMO	-4.486	eV
total charge	-1
largest force on an atom	3.0	eV/A

Cartesian coordinates (Å):
Tl: -1.624 1.302 -2.603
C: 2.650 3.019 1.835
C: 1.904 2.871 0.609
C: 0.954 1.638 0.492
O: 0.336 1.344 -0.515
C: 0.909 0.723 1.635
C: 1.675 0.908 2.788
C: 2.623 2.099 2.870
O: 3.373 2.265 3.849
O: 1.445 0.161 3.743
O: 1.941 3.632 -0.342
H: 3.366 3.826 1.864
H: 0.060 0.055 1.627
C: -1.312 -1.982 1.109
C: -1.844 -1.053 0.182
C: -2.605 0.207 0.697
O: -3.077 0.965 -0.147
C: -2.568 0.424 2.115
C: -1.953 -0.440 3.003
C: -1.326 -1.732 2.505
O: -0.842 -2.572 3.261
O: -1.842 -0.114 4.198
O: -1.728 -1.070 -1.047
H: -0.904 -2.926 0.777
H: -2.966 1.369 2.461
C: 0.148 -1.860 -4.404
C: 0.805 -1.644 -3.047
O: 0.845 -0.272 -2.767
O: -1.038 -1.065 -4.393
H: -0.118 -2.920 -4.436
H: 0.769 -1.575 -5.256
H: 1.744 -2.187 -2.905
H: 0.154 -2.175 -2.339
H: 1.595 -0.015 -2.226
H: -1.547 -1.205 -5.195

=====

Number 3 is which compound? C14H10ClN3O

=====

Number 6 is which compound? C14H10O10Tl